The following is a quantum chemistry calculation of a molecular structure, C8H5NS2, from the OMol25 dataset.

The geometry in XYZ format:
```
16
C8H5NS2 ωB97M-V/def2-TZVPD
C 0.9939 1.6652 -0.7587
C 0.3680 -1.0251 1.5265
C -1.3986 -2.2337 0.5858
C 2.3444 1.8148 -0.5951
C 0.4596 0.6774 0.1103
C -0.3371 -2.3845 1.5173
C -0.5022 -0.2436 0.5818
C 1.4666 -0.0515 0.7777
N -1.3740 -0.9967 -0.0216
S 2.9964 0.5489 0.4996
S -0.5046 -3.8027 2.5387
H 0.6544 2.3353 -1.5255
H 0.1812 -0.7690 2.6191
H -2.3037 -2.7765 0.3606
H 2.8928 2.3318 -1.3198
H -1.7713 -0.7664 -0.9191
```

Lowest unoccupied orbital energy (alpha / beta), eV: 0.625 / -1.652
Total energy, a.u.: -1158.7493
Charge: 0
2S+1: 3
Max |F|, eV/A: 3.99
M, u: 179.3
<S²>: 2.026


The following is a quantum chemistry calculation of 8 unconnected molecules or ions with the total composition C22H45NO23, from the OMol25 dataset.

The geometry in XYZ format:
```
91
C22H45NO23 ωB97M-V/def2-TZVPD
C 2.8504 15.8239 -26.9752
N 2.0915 16.9123 -27.6477
O 2.3117 17.0934 -28.7759
O 1.3268 17.6387 -26.9654
H 3.6762 16.1641 -26.3504
H 3.2691 15.0618 -27.6324
H 2.1547 15.3783 -26.2641
C -2.5629 6.0172 -29.7956
O -2.0043 6.5019 -28.6352
C -2.2724 7.7772 -28.2181
O -2.9469 8.6763 -28.7644
O -1.5764 7.9005 -27.0036
C -1.5476 9.1123 -26.3391
H -3.1884 6.8288 -30.1671
H -3.2131 5.1432 -29.7564
H -1.7135 5.8945 -30.4676
H -0.8233 9.0652 -25.5259
H -2.4599 9.4065 -25.8202
H -1.3093 9.9742 -26.9622
C -7.4699 12.4452 -26.0620
O -8.4283 12.8786 -27.0021
C -7.9947 13.6454 -27.9614
O -6.8158 13.8361 -28.2316
O -8.9822 14.0629 -28.6669
C -8.8300 14.9544 -29.7717
H -6.9691 13.1643 -25.4137
H -6.6312 11.8982 -26.4928
H -7.9715 11.7944 -25.3458
H -9.6952 14.9342 -30.4344
H -7.8906 14.8909 -30.3208
H -8.7270 15.9435 -29.3253
C -0.8319 18.7062 -30.0570
O -1.3736 19.8446 -30.7693
C -1.0509 20.1994 -32.0116
O -1.3068 21.1904 -32.5922
O -0.1359 19.3202 -32.5061
C 0.4200 19.5099 -33.7553
H -0.8932 17.8307 -30.7033
H -1.4657 18.5515 -29.1838
H 0.1755 18.9293 -29.7058
H -0.2768 19.8668 -34.5137
H 0.7996 18.5402 -34.0774
H 1.2828 20.1334 -33.5211
C -4.2015 16.8910 -21.9704
O -4.6033 16.4393 -23.2017
C -3.7466 15.7725 -24.0330
O -2.5599 15.6056 -23.7660
O -4.4709 15.4259 -25.1084
C -3.8802 14.6982 -26.1288
H -3.5699 17.7753 -22.0559
H -3.5799 16.1503 -21.4674
H -5.1516 17.1855 -21.5245
H -3.5713 13.7292 -25.7367
H -3.0501 15.2207 -26.6042
H -4.5361 14.4475 -26.9625
C -0.5647 12.9649 -33.1866
O -0.1007 14.2346 -32.8685
C 1.1904 14.4708 -33.0292
O 2.0456 13.8763 -33.7641
O 1.4452 15.6010 -32.3074
C 2.8255 15.8600 -32.0649
H -1.5196 12.7204 -32.7212
H 0.1407 12.3512 -32.6264
H -0.4482 12.7166 -34.2415
H 3.0360 16.3914 -31.1368
H 3.1971 16.5549 -32.8180
H 3.4753 14.9851 -32.0447
C -4.0147 11.7518 -28.8857
O -3.4386 13.0192 -28.7281
C -2.2235 13.2974 -29.2020
O -1.4681 12.5199 -29.8203
O -1.9114 14.5708 -28.9605
C -0.8667 15.2806 -29.6086
H -5.0216 11.7301 -28.4687
H -3.3364 11.0037 -28.4752
H -4.1470 11.5634 -29.9511
H -0.4831 16.0964 -28.9959
H -1.2256 15.7185 -30.5400
H 0.0529 14.7280 -29.8012
C -6.4997 18.6254 -26.6808
O -5.4673 18.3062 -27.6117
C -5.7432 17.5478 -28.6841
O -6.8671 17.4379 -29.1837
O -4.6032 16.9692 -29.2097
C -4.7034 15.9467 -30.2149
H -6.8569 17.7824 -26.0893
H -7.3756 19.0311 -27.1871
H -6.0957 19.2873 -25.9148
H -5.6152 16.0430 -30.8044
H -4.5834 14.9770 -29.7320
H -3.8233 16.0328 -30.8521
```

Lowest unoccupied orbital energy, eV: -0.083
Total energy, a.u.: -2650.3667
Charge: 0
SMILES string: C[N+](=O)[O-].COC(=O)OC.COC(=O)OC.COC(=O)OC.COC(=O)OC.COC(=O)OC.COC(=O)OC.COC(=O)OC
Max |F|, eV/A: 5.12
M, u: 691.6


The following is a quantum chemistry calculation of 2 unconnected molecules or ions with the total composition C13H23FNO4S, from the OMol25 dataset.

The geometry in XYZ format:
```
43
C13H23FNO4S ωB97M-V/def2-TZVPD
C 2.0894 -3.8812 0.4713
O 0.8044 -4.0163 -0.1036
C 0.3544 -2.8033 -0.6617
C -1.1395 -2.6949 -0.4836
C -1.7663 -1.4478 -1.1239
C -1.0608 -0.1116 -0.8769
N -1.6114 0.7378 0.2125
C -0.8688 2.0391 0.3093
C 0.5759 1.9777 0.7605
C 0.9076 1.9181 2.1154
C 2.2264 1.8300 2.5483
C 3.2599 1.8343 1.6230
C 2.9501 1.9324 0.2730
C 1.6264 1.9940 -0.1774
C 1.4442 2.1262 -1.6747
S -1.8363 -0.0067 1.6782
O -2.8923 -0.9457 1.5640
O -1.9479 1.0102 2.6576
F -0.5333 -0.7983 1.8951
H 2.7818 -3.4309 -0.2391
H 2.0498 -3.2813 1.3824
H 2.4533 -4.8621 0.7514
H 0.8421 -1.9878 -0.1163
H 0.6636 -2.7027 -1.7076
H -1.4317 -2.7889 0.5548
H -1.5899 -3.5514 -0.9839
H -2.7999 -1.4047 -0.7843
H -1.8089 -1.6053 -2.1997
H -1.2069 0.4962 -1.7795
H 0.0173 -0.2177 -0.7967
H -1.4181 2.7265 0.9407
H -0.8906 2.4630 -0.6912
H 0.1379 1.9415 2.8688
H 2.4529 1.7762 3.6011
H 4.2930 1.7776 1.9222
H 3.7619 1.9602 -0.4369
H 0.5087 1.7317 -2.0485
H 1.5508 3.1627 -1.9857
H 2.2304 1.5620 -2.1663
O -3.8057 1.2529 -1.9519
H -2.9259 1.1239 -1.5168
H -3.9181 2.1666 -2.2810
H -4.5297 0.9980 -1.3425
```

Lowest unoccupied orbital energy, eV: -4.788
Total energy, a.u.: -1362.5827
Charge: +1
Max |F|, eV/A: 2.16
M, u: 308.4


The following is a quantum chemistry calculation of a molecular structure, C14H20N6O4Ta, from the OMol25 dataset.

The geometry in XYZ format:
```
45
C14H20N6O4Ta ωB97M-V/def2-TZVPD
Ta -0.2138 -0.0024 0.1094
N 0.2745 0.4446 -2.0175
C 1.4525 -0.3100 -2.5492
C 2.5724 -0.0349 -1.5784
N 2.1141 -0.3541 -0.1832
C 2.5795 -1.6958 0.2971
C 1.5460 -2.7393 -0.0369
N 0.2781 -2.2872 0.6063
H -0.5405 0.2701 -2.6097
H 0.4715 1.4444 -2.1000
H 1.7064 0.0220 -3.5555
H 1.1814 -1.3619 -2.6116
H 2.8304 1.0253 -1.6056
H 3.4724 -0.5914 -1.8369
H 2.5673 0.3254 0.4261
H 2.7031 -1.6287 1.3795
H 3.5543 -1.9362 -0.1260
H 1.8478 -3.7236 0.3203
H 1.3752 -2.8302 -1.1079
H 0.3529 -2.5215 1.5910
H -0.5006 -2.8386 0.2491
O -3.7553 -1.8256 -0.8020
C -3.0268 -0.9943 -0.4221
O -1.6112 -1.0756 -0.5895
C -3.3065 0.2908 0.2814
C -4.5402 0.8525 0.5332
C -4.5666 2.1437 1.0639
C -3.3786 2.8461 1.2734
C -2.1947 2.2007 0.9836
N -2.1720 0.9395 0.5523
C -0.8216 2.7899 0.9816
O -0.4408 3.8020 1.4321
O 0.0293 1.8662 0.3234
H -5.4482 0.3122 0.2968
H -5.5167 2.6211 1.2695
H -3.3745 3.8708 1.6226
N 0.7406 -0.2564 4.3576
C 1.4874 0.8512 4.0344
C 1.2907 1.0628 2.7135
N 0.4372 0.0665 2.2151
C 0.1283 -0.7022 3.2691
H 0.6489 -0.6572 5.2842
H 2.0686 1.3930 4.7625
H 1.6804 1.8578 2.1028
H -0.5618 -1.5303 3.2877
```

Lowest unoccupied orbital energy, eV: -11.561
Total energy, a.u.: -1231.2104
Charge: +3
Max |F|, eV/A: 0.76
M, u: 517.3


The following is a quantum chemistry calculation of a molecular structure, C11H14IN5O2SY, from the OMol25 dataset.

The geometry in XYZ format:
```
35
C11H14IN5O2SY ωB97M-V/def2-TZVPD
Y -0.0402 0.2801 0.0325
N -2.0007 -0.5749 -1.4122
N -2.8538 -0.9651 -0.3513
C -2.5218 -0.9766 1.0112
O -3.3652 -1.3254 1.7953
O -1.2882 -0.6292 1.3057
H -2.4010 0.2427 -1.8709
H -1.9849 -1.3275 -2.0909
H -3.8350 -1.0800 -0.5412
C 1.6078 -0.0242 4.7342
N 1.4121 -1.1917 3.8918
C 1.0084 -2.4433 4.3073
C 0.8769 -3.2113 3.2152
N 1.2033 -2.4231 2.1122
C 1.5212 -1.1700 2.5532
S 2.1183 0.1665 1.6873
C 1.2042 -2.9296 0.7905
C 1.5756 -4.2568 0.6030
C 1.4950 -4.8027 -0.6628
C 1.0785 -3.9974 -1.7121
C 0.7845 -2.6789 -1.4400
N 0.8315 -2.1390 -0.2145
H 1.3239 -0.2721 5.7523
H 0.9894 0.7941 4.3710
H 2.6487 0.2926 4.7111
H 0.8344 -2.6874 5.3401
H 0.5227 -4.2213 3.1258
H 1.9453 -4.8397 1.4337
H 1.7725 -5.8340 -0.8316
H 0.9995 -4.3807 -2.7191
H 0.5101 -2.0092 -2.2473
I -2.4022 2.8489 -0.7623
C -0.5712 2.4881 0.3693
H -0.8758 2.6750 1.4017
H 0.0843 3.3046 0.0644
```

Lowest unoccupied orbital energy, eV: -3.399
Total energy, a.u.: -1585.9333
Charge: +1
Max |F|, eV/A: 1.24
M, u: 496.1


The following is a quantum chemistry calculation of a molecular structure, C46H53CsFN9O3S3, from the OMol25 dataset.

The geometry in XYZ format:
```
116
C46H53CsFN9O3S3 ωB97M-V/def2-TZVPD
Cs -0.7518 -0.0678 -0.7927
S -0.8009 -4.1792 -2.2181
C -2.5058 -4.1908 -2.2158
S -3.2956 -2.6926 -2.0408
C -3.2027 -5.3985 -2.3643
C -2.5510 -6.5653 -2.7543
N -2.0558 -7.5476 -3.1149
C -4.5635 -5.5624 -2.1217
N -5.6696 -5.8050 -1.8821
C 5.2488 4.7523 -2.9995
C 4.3266 4.3277 -4.1481
C 5.1019 3.9629 -5.4148
C 5.9603 2.7239 -5.1804
C 5.1203 1.6273 -4.5837
C 5.5267 0.3054 -4.7068
C 4.7183 -0.7121 -4.2279
F 5.1548 -1.9943 -4.3685
C 3.4975 -0.4623 -3.6534
C 3.0875 0.8668 -3.4854
C 1.7949 1.1213 -2.8443
O 0.9851 0.2096 -2.6470
C 1.5471 2.5103 -2.5294
C 2.3711 3.4654 -2.9982
N 3.4999 3.2144 -3.7366
C 3.9117 1.9197 -3.9319
C 0.3636 2.9277 -1.6173
O -0.2507 3.9446 -1.9724
O 0.1793 2.2156 -0.6246
H 5.8770 5.5882 -3.3029
H 5.8813 3.9243 -2.6878
H 4.6462 5.0530 -2.1452
H 3.6491 5.1622 -4.3761
H 5.7197 4.8134 -5.7165
H 4.3854 3.7554 -6.2145
H 6.7998 2.9706 -4.5208
H 6.3828 2.3858 -6.1327
H 6.4676 0.0715 -5.1823
H 2.8414 -1.2519 -3.3220
H 2.1570 4.5103 -2.8160
C 0.6854 2.0822 6.6058
C 0.9123 0.6010 6.2790
C 0.1322 -0.2837 7.2610
C 2.4025 0.3041 6.4545
C 0.4253 0.3045 4.8673
C 1.2352 -0.2477 3.8758
C 0.6801 -0.5200 2.6296
N -0.5748 -0.2905 2.3258
C -1.3733 0.2591 3.2485
C -0.8944 0.5623 4.5295
C -2.7528 0.5046 2.8312
C -3.7429 0.9760 3.7010
C -5.0376 1.1836 3.2495
C -5.2927 0.8990 1.9095
C -4.2508 0.4331 1.1136
N -3.0286 0.2424 1.5480
C -6.0922 1.6998 4.2189
C -6.2415 0.7058 5.3783
C -7.4616 1.8625 3.5586
C -5.6551 3.0717 4.7495
H 1.0484 2.3085 7.6074
H -0.3661 2.3478 6.5575
H 1.2202 2.7057 5.8938
H 0.4730 -0.1145 8.2814
H 0.2824 -1.3326 7.0157
H -0.9338 -0.0815 7.2170
H 2.7072 0.5388 7.4736
H 2.9987 0.9041 5.7729
H 2.6151 -0.7452 6.2704
H 2.2755 -0.4728 4.0401
H 1.2896 -0.9529 1.8454
H -1.5540 1.0025 5.2615
H -3.5016 1.1761 4.7338
H -6.2671 1.0230 1.4691
H -4.4264 0.1945 0.0718
H -6.5312 -0.2699 4.9959
H -7.0071 1.0461 6.0741
H -5.3117 0.5861 5.9265
H -7.8243 0.9123 3.1776
H -7.4149 2.5710 2.7369
H -8.1799 2.2337 4.2885
H -4.7034 3.0149 5.2694
H -6.3994 3.4672 5.4391
H -5.5423 3.7697 3.9236
C -3.2842 3.6933 -3.5445
N -2.8530 2.5026 -4.2196
C -1.4486 2.3177 -4.5245
C -1.3255 0.8069 -4.7827
N -2.6855 0.3283 -4.6057
C -3.5020 1.3190 -4.1691
S -5.1030 1.1415 -3.8147
H -2.6448 3.8802 -2.6763
H -4.3204 3.5535 -3.2383
H -3.2165 4.5541 -4.2146
H -0.8388 2.6532 -3.6834
H -1.1738 2.9193 -5.4010
H -0.6298 0.3337 -4.0847
H -0.9902 0.5967 -5.8067
H -2.8626 -0.6255 -4.3140
N 3.0411 -2.0251 0.3415
C 2.9582 -3.1328 0.0363
N 2.9816 -4.4103 -0.2146
C 2.6734 -4.9616 -1.5224
C 3.4408 -6.2714 -1.6573
C 2.9387 -7.3009 -0.6339
C 2.3161 -6.6038 0.5780
C 3.0954 -5.3370 0.8959
H 2.9799 -4.2457 -2.2881
H 1.5964 -5.1259 -1.6378
H 4.5023 -6.0655 -1.4901
H 3.3321 -6.6551 -2.6702
H 3.7740 -7.9323 -0.3170
H 2.1870 -7.9443 -1.0873
H 2.3209 -7.2678 1.4438
H 1.2840 -6.3323 0.3570
H 4.1561 -5.5906 1.0610
H 2.7187 -4.8494 1.7999
```

Lowest unoccupied orbital energy, eV: 3.129
Total energy, a.u.: -3817.9089
Charge: -2
Max |F|, eV/A: 3.65
M, u: 1028.1


The following is a quantum chemistry calculation of 13 unconnected molecules or ions with the total composition C4H36N2O12, from the OMol25 dataset.

The geometry in XYZ format:
```
54
C4H36N2O12 ωB97M-V/def2-TZVPD
C 0.8726 -3.4917 1.0549
C 1.0389 -2.8980 2.4604
C 2.0368 -1.7787 2.5738
C 1.6639 -0.6183 3.4764
N 0.3496 -0.0844 3.1440
N 0.4643 -2.4755 0.0927
H 1.8272 -3.8700 0.6575
H 0.1195 -4.2888 1.1379
H 0.0814 -2.5019 2.8972
H 1.3585 -3.7076 3.1415
H 2.1525 -1.3319 1.6010
H 3.0564 -2.1285 2.8755
H 1.7239 -0.9222 4.5799
H 2.3911 0.1943 3.3416
H -0.4011 -0.5635 3.6337
H -0.0013 -0.1532 2.1880
H 0.4656 -2.6032 -0.8991
H -0.3747 -1.9210 0.1552
H 0.3980 3.3916 3.1567
H 0.2572 1.8598 3.0880
O -0.0109 2.6892 2.6424
H -0.7922 -0.6625 -4.3809
H -0.1007 0.3900 -3.3954
O 0.0374 -0.3421 -4.0069
H -4.0117 0.0123 0.1308
H -3.1235 0.0147 -1.0904
O -3.2971 -0.4851 -0.2856
H -1.2497 1.5931 -1.2927
H -0.0785 2.2008 -1.8779
O -1.0312 2.1321 -2.0727
H -2.8471 -1.0078 1.9556
H -2.0790 0.2728 1.6658
O -2.2537 -0.3697 2.3674
H 1.9095 2.4022 -0.5602
H 1.5835 1.8026 0.8711
O 1.2723 1.9101 -0.0325
H -2.3383 4.2271 -1.4207
H -2.6790 3.0211 -2.2482
O -3.1026 3.7232 -1.7231
H 2.3635 0.9841 -3.2776
H 2.2309 0.6016 -1.7786
O 2.3861 1.3646 -2.3924
H -1.6465 1.1770 -3.6479
H -3.0054 1.7366 -3.8205
O -2.4053 1.0973 -4.2520
H 0.6142 -1.9111 -3.6432
H 0.6061 -2.2482 -2.1961
O 0.7022 -2.6879 -3.0485
H 2.3970 -1.4492 -1.2437
H 3.5120 -0.7099 -2.0507
O 3.1344 -0.8186 -1.1733
H -2.3829 3.7113 0.5503
H -1.5102 2.6895 1.4680
O -2.2840 2.8315 0.9035
```

Lowest unoccupied orbital energy, eV: -0.003
Total energy, a.u.: -1186.3375
Charge: 0
Max |F|, eV/A: 1.88
M, u: 304.3


The following is a quantum chemistry calculation of a molecular structure, C2H3F2O4S2, from the OMol25 dataset.

The geometry in XYZ format:
```
13
C2H3F2O4S2 ωB97M-V/def2-TZVPD
C -0.9588 0.9458 0.0967
C -1.5828 -2.0521 -0.1365
O 2.3875 1.7938 0.5056
O 3.6334 0.5035 -1.1782
O 0.1497 -1.0431 1.7792
O 1.0139 -0.7751 -0.4752
F -2.5688 -1.2108 0.4044
F -1.4758 -1.7624 -1.5208
S 2.8635 0.4750 -0.0040
S -0.1569 -0.8544 0.3948
H -1.4783 1.2139 1.0136
H -0.1177 1.6925 -0.2017
H -1.7090 1.0732 -0.6779
```

Lowest unoccupied orbital energy, eV: 3.286
Total energy, a.u.: -1375.0345
Charge: -1
Max |F|, eV/A: 4.74
M, u: 193.2


Question: Number 8 is which compound?
Answer: C2H3F2O4S2


Question: Which of these has the highest M?
Answer: C46H53CsFN9O3S3